The following is a DFT calculation (wB97M-V/def2-TZVPD) of 4 unconnected molecules or ions with the total composition C16H34N2O7PS5 in a non-equilibrium geometry.

```
65
Properties=species:S:1:pos:R:3:forces:R:3:lowdin_charge:R:1
C 5.0806 -1.3555 3.1105 -0.19 0.89 0.25 0.04
C 3.8118 -0.5462 2.9660 -0.66 -1.25 1.14 -0.47
O 2.7869 -0.8821 3.5179 0.82 0.79 -0.95 0.13
O 3.8737 0.6138 2.2013 -0.05 -0.49 0.06 0.00
C 3.4992 0.4115 0.8697 -0.62 0.78 0.36 -0.07
N 2.0914 -0.1001 0.8231 2.05 0.45 -0.24 -0.04
C 1.8782 -1.2591 0.2711 -0.13 -0.34 -0.25 -0.06
C 0.5937 -1.7487 0.2527 -0.64 -0.73 0.16 -0.20
P 0.3653 -3.3717 -0.5356 2.25 -0.59 -2.02 0.22
O 0.4786 -4.5006 0.6068 -0.92 0.97 0.24 -0.16
O -1.0528 -3.4802 -1.2579 -0.10 -0.24 1.26 -0.17
S 1.7900 -3.5406 -1.7990 -0.05 -0.10 -0.17 0.42
C -0.3555 -0.9658 0.8288 -1.49 -0.08 -0.19 -0.14
C -1.7824 -1.3909 0.9250 -0.31 0.26 0.52 -0.12
C -1.9849 -2.1113 2.2920 0.34 0.39 0.12 -0.22
C -2.7291 -1.2192 3.2970 0.84 -0.14 -0.07 -0.55
S -2.1609 -1.4028 5.0082 -0.57 -0.35 0.76 0.72
C -0.0100 0.2891 1.3695 -0.35 -0.56 -0.27 0.01
N 1.2122 0.7086 1.3603 0.06 0.55 0.14 0.20
H 5.0788 -2.2173 2.4514 0.05 0.02 -0.29 0.10
H 5.0814 -1.7308 4.1249 0.02 -0.16 0.19 0.10
H 5.9466 -0.7175 2.9729 0.19 -0.15 -0.26 0.09
H 4.1557 -0.2617 0.3302 -0.09 -0.25 -0.11 0.15
H 3.4667 1.3916 0.4166 0.17 0.11 -0.25 0.15
H 2.6837 -1.8176 -0.1711 0.33 0.08 -0.11 0.09
H 0.5758 -4.0582 1.4633 -0.07 -0.45 0.28 0.08
H -1.5148 -4.2530 -0.8948 -0.37 0.04 -0.26 0.10
H -2.3781 -0.4822 0.9221 -0.23 0.06 -0.02 0.12
H -2.1073 -1.9665 0.0704 0.12 -0.21 -0.06 0.10
H -1.0072 -2.2836 2.7393 0.21 -0.21 -0.09 0.08
H -2.4395 -3.0912 2.1927 -0.23 -0.06 -0.10 0.12
H -2.6131 -0.1792 3.0156 -0.16 0.21 -0.06 0.05
H -3.7806 -1.4773 3.3116 -0.23 0.15 0.17 0.08
H -0.8226 -1.2654 4.9699 -0.13 0.15 -0.64 -0.15
H -0.7704 0.9206 1.8082 0.14 0.41 0.11 0.09
C -0.0881 -0.1787 -3.5314 -0.05 0.03 0.07 -0.26
S 1.6545 0.1272 -3.8157 -0.03 -0.14 0.01 0.83
O 2.3259 0.1044 -2.4749 -0.09 0.14 0.32 -0.59
C 1.4777 1.8517 -4.2846 0.02 0.11 0.08 -0.26
H -0.2003 -1.2055 -3.1872 0.06 -0.04 -0.08 0.03
H -0.4620 0.5088 -2.7701 0.07 0.06 -0.01 0.06
H -0.6435 -0.0517 -4.4605 -0.05 -0.10 0.01 0.03
H 0.9993 2.4063 -3.4769 -0.01 -0.05 0.03 0.06
H 0.8835 1.9175 -5.1956 0.01 -0.05 -0.01 0.06
H 2.4708 2.2562 -4.4683 0.02 -0.05 -0.01 0.05
C -4.4633 1.2232 -5.0046 0.03 0.10 0.05 -0.27
S -4.0408 -0.2784 -5.8975 -0.16 -0.05 -0.09 0.82
O -2.8944 -0.9071 -5.1842 0.15 0.16 0.07 -0.56
C -3.3751 0.5450 -7.3485 0.07 0.06 -0.05 -0.27
H -4.8662 0.9369 -4.0355 -0.01 -0.06 -0.02 0.05
H -3.5703 1.8334 -4.8654 0.03 -0.04 -0.03 0.05
H -5.2181 1.7768 -5.5624 -0.01 -0.03 -0.01 0.06
H -2.5530 1.1990 -7.0564 -0.01 -0.01 0.05 0.05
H -4.1640 1.1198 -7.8329 -0.02 -0.02 0.01 0.06
H -3.0103 -0.2189 -8.0315 -0.03 -0.05 0.04 0.05
C 1.4351 2.9260 3.7887 0.11 0.02 -0.06 -0.26
S -0.2814 2.5662 4.1756 0.22 -0.04 0.31 0.82
O -1.0408 2.5981 2.8860 -0.03 0.08 -0.03 -0.57
C -0.6071 4.1036 5.0384 -0.15 0.13 -0.06 -0.26
H 1.8329 2.0967 3.2071 -0.06 0.05 0.09 0.00
H 1.4959 3.8455 3.2061 -0.07 0.01 0.00 0.07
H 1.9999 3.0248 4.7155 -0.06 0.00 0.04 0.06
H -0.4098 4.9458 4.3756 0.01 -0.04 -0.04 0.06
H 0.0248 4.1590 5.9241 0.01 -0.07 -0.01 0.06
H -1.6533 4.1094 5.3365 -0.01 -0.05 -0.01 0.06
```
Forces are in eV/Å.

As for the spin multiplicity: 1. The total charge is +1. The calculation puts the HOMO energy at -0.40419 hartree. The LUMO energy is -0.150 Ha.

***

The following is a DFT calculation (wB97M-V/def2-TZVPD) of a molecular structure, C16H34NO2P2SiTi in a non-equilibrium geometry.

```
57
Properties=species:S:1:pos:R:3:forces:R:3:lowdin_charge:R:1
C 0.8992 -1.4379 -4.1516 0.09 -0.12 -0.08 0.00
C 0.9222 -1.0416 -2.8132 -0.30 -0.95 0.03 -0.27
N -0.2133 -1.0411 -2.0648 -0.15 0.80 -1.39 0.00
C -1.4122 -1.1817 -2.6924 0.15 -0.70 -0.14 -0.28
C -1.4772 -1.6119 -4.0170 -0.14 0.01 -0.14 0.00
C -0.3108 -1.7496 -4.7726 0.00 -0.03 0.64 0.00
C 2.2448 -0.7852 -2.1339 -0.28 -1.41 0.62 -0.25
P 2.2642 -0.3540 -0.3368 1.12 -0.04 -0.52 0.88
Ti -0.1754 -0.4658 -0.0237 0.09 1.74 1.97 0.68
P -2.5988 -0.2008 -0.2381 -1.26 0.18 -0.64 0.86
C -2.6967 -1.0101 -1.9053 -0.52 -0.42 0.09 -0.26
O 2.3789 4.5704 -4.5819 -0.24 -2.52 -3.34 -0.04
O -0.1428 3.1073 0.4046 -0.15 -2.87 0.02 -0.47
H 1.8476 -1.6141 -4.6678 -0.36 0.38 0.12 0.13
H -2.4509 -1.9094 -4.4207 0.38 0.40 0.04 0.13
H -0.3405 -2.1260 -5.7998 0.01 0.18 0.44 0.13
C 3.2409 -1.7078 0.3967 -0.09 -0.32 0.45 -0.22
C 3.3277 1.1159 -0.2318 -0.10 0.45 0.18 -0.21
H -3.4391 -0.4104 -2.4622 0.43 -0.43 -0.09 0.10
H -3.1519 -2.0015 -1.7334 0.18 0.28 -0.25 0.10
H 2.7647 0.0040 -2.5815 0.63 1.23 -1.13 0.07
H 2.8815 -1.6704 -2.2484 -0.11 0.10 -0.15 0.10
C -3.7178 -1.1910 0.8026 -0.01 -0.24 0.40 -0.21
C -3.4586 1.3764 -0.4945 0.24 0.40 0.13 -0.22
H -0.1049 4.4502 0.8837 -0.06 2.87 0.00 -0.06
H -0.0049 2.7554 -0.4876 0.08 0.66 -0.32 -0.13
H 2.7520 4.9299 -3.8377 1.34 1.54 2.91 -0.02
H 3.0866 3.9742 -4.9445 -1.09 0.97 0.43 0.06
H -0.3026 -3.2379 0.8892 0.01 -0.52 0.08 0.05
H -0.1362 5.3854 1.0171 0.10 -2.05 -0.04 0.00
H 4.2643 -1.3810 0.6274 -0.33 -0.11 -0.14 0.06
H 2.7431 -2.0125 1.3250 0.27 -0.03 -0.14 0.03
H 3.2712 -2.5715 -0.2805 -0.02 0.22 0.24 0.06
H 4.3161 0.8713 0.1898 -0.45 0.09 -0.17 0.06
H 3.4505 1.5697 -1.2254 -0.05 -0.06 0.36 0.06
H 2.7911 1.8264 0.4127 0.34 0.05 -0.17 0.05
H -4.4904 1.3335 -0.1036 0.53 0.09 -0.18 0.06
H -2.8428 2.1262 0.0267 -0.42 0.12 -0.18 0.04
H -3.4710 1.6039 -1.5705 0.01 0.10 0.40 0.06
H -4.7048 -0.7128 0.8755 0.33 -0.19 -0.09 0.06
H -3.8275 -2.2031 0.3902 0.05 0.27 0.20 0.06
H -3.2857 -1.2688 1.8090 -0.20 -0.02 -0.21 0.04
C 1.5204 -0.9013 4.3426 0.19 -0.37 -0.36 -0.18
Si -0.0630 -0.3169 3.5062 0.07 0.57 1.73 0.47
C -1.5672 -0.8918 4.4839 -0.24 -0.34 -0.32 -0.18
C -0.0418 1.5787 3.5550 0.07 -0.11 -0.81 -0.18
C -0.1489 -1.2017 1.8298 0.04 -0.59 -1.65 -0.32
C -0.2192 -2.1717 0.8977 -0.05 1.25 1.59 -0.20
H 1.4395 -0.9597 5.4373 -0.15 0.09 -0.32 0.04
H 2.3690 -0.2437 4.1123 -0.18 -0.12 0.00 0.03
H 1.7568 -1.9057 3.9699 0.14 0.06 0.23 0.02
H -1.3592 -1.0381 5.5532 0.10 0.10 -0.32 0.04
H -2.4077 -0.1896 4.4082 0.19 -0.11 -0.05 0.03
H -1.8894 -1.8560 4.0714 -0.12 0.05 0.25 0.02
H 0.9228 1.9736 3.2086 -0.16 -0.08 0.04 0.03
H -0.7689 1.9924 2.8466 0.04 0.11 0.11 0.01
H -0.2331 2.0291 4.5483 0.01 -0.63 -0.34 0.05
```
Forces are in eV/Å.

As for the spin multiplicity: 1. The total charge is +1. The calculation puts the HOMO energy at -0.33957 hartree. The LUMO energy is -0.161 Ha.

***

The following is a DFT calculation (wB97M-V/def2-TZVPD) of a molecular structure, C16H34O6Zn in a non-equilibrium geometry.

```
57
Properties=species:S:1:pos:R:3:forces:R:3:lowdin_charge:R:1
Zn -0.0092 -0.0390 0.3132 -0.37 0.28 -0.10 0.64
C -3.8643 0.3359 -1.7608 -0.18 1.16 -0.39 -0.10
C -2.4247 0.8676 -1.8007 0.77 -0.19 0.62 -0.47
O -1.6138 0.2292 -0.8953 0.30 -0.52 0.51 -0.33
H -3.9790 -0.7413 -1.6739 0.31 -0.08 0.00 0.05
H -4.3858 0.6856 -2.6615 -0.08 -0.19 -0.02 0.06
H -4.3721 0.8347 -0.9322 -0.06 -0.35 0.19 0.06
H -2.4619 1.9565 -1.6090 -0.24 0.16 0.02 0.09
H -2.0081 0.8298 -2.8267 -0.14 -0.30 -0.24 0.08
C 3.2622 -0.3853 3.1152 0.23 -0.79 0.13 -0.11
C 2.6968 0.3343 1.9082 -0.55 0.12 -0.48 -0.47
O 1.5905 -0.3192 1.4190 -0.70 -0.31 -0.17 -0.33
H 2.4325 -0.6570 3.7728 0.03 0.33 0.14 0.07
H 4.0204 0.1914 3.6498 -0.09 0.12 0.06 0.06
H 3.7185 -1.3482 2.8577 0.01 0.12 -0.23 0.06
H 3.4471 0.4262 1.1047 0.40 0.08 0.11 0.09
H 2.4999 1.3699 2.2497 -0.22 0.17 -0.11 0.09
C -1.8957 2.1445 3.8288 -0.90 -0.50 0.29 -0.01
C -1.3248 2.1335 2.4515 0.28 0.39 0.03 -0.46
O -0.8761 1.1220 1.9672 -0.30 -0.11 0.10 0.06
C -1.2230 3.4539 1.7453 0.61 0.02 -0.52 0.00
H -2.7068 2.8714 3.8730 0.00 0.00 0.15 0.08
H -1.1897 2.3731 4.6263 0.28 0.12 -0.25 0.10
H -2.2942 1.1467 4.0253 0.04 0.09 0.10 0.09
H -1.8287 4.2756 2.1127 -0.12 -0.16 0.32 0.08
H -1.3849 3.3483 0.6719 0.10 -0.18 0.04 0.09
H -0.1637 3.7000 1.8996 -0.10 0.29 -0.19 0.10
C 2.5910 3.3253 -0.5687 -0.27 -0.57 0.56 0.00
C 1.7635 2.2917 -1.2917 0.62 -0.07 0.05 -0.44
O 0.9532 1.6233 -0.6959 -0.03 0.56 -0.16 0.05
C 2.1039 1.9888 -2.7256 -1.01 -0.35 -0.27 0.01
H 2.3401 3.2279 0.4886 -0.03 0.26 -0.04 0.07
H 2.4346 4.3432 -0.9163 0.14 0.01 -0.18 0.09
H 3.6318 3.0095 -0.6622 0.09 0.34 -0.19 0.09
H 1.6577 2.7119 -3.4138 0.33 0.36 0.18 0.09
H 1.5708 1.0679 -2.9757 0.40 -0.15 0.04 0.08
H 3.1761 1.9144 -2.8790 0.04 0.04 -0.10 0.09
C 2.2112 -2.4492 -2.7849 -0.14 1.39 0.51 0.00
C 0.8893 -1.8332 -2.3301 -0.08 -1.27 -0.31 -0.45
O 0.8094 -1.3270 -1.2374 0.39 -0.12 -0.18 0.05
C -0.2986 -2.0007 -3.2336 -0.50 0.92 -0.35 0.01
H 2.2249 -3.4956 -2.4913 0.08 -0.10 -0.09 0.09
H 2.9562 -1.8721 -2.2318 0.25 -0.47 0.00 0.09
H 2.3936 -2.3130 -3.8480 -0.15 -0.27 -0.10 0.08
H -0.7825 -1.0180 -3.3062 0.07 -0.06 -0.04 0.08
H -1.0866 -2.6211 -2.8241 0.08 -0.28 0.44 0.08
H -0.0666 -2.3662 -4.2319 0.23 0.00 0.07 0.08
C -2.3732 -3.4480 0.0835 0.18 0.06 -0.59 0.00
C -1.3774 -2.9655 1.0859 -0.08 -0.16 0.21 -0.46
O -1.0609 -1.8054 1.1485 0.31 0.40 0.18 0.06
C -0.7716 -3.9706 2.0331 0.48 0.81 0.27 0.00
H -1.8712 -4.2109 -0.5206 -0.27 -0.25 0.13 0.09
H -2.6568 -2.6408 -0.5877 -0.06 0.20 0.16 0.07
H -3.2531 -3.8608 0.5762 0.05 -0.20 -0.03 0.09
H -1.1391 -3.7551 3.0406 -0.47 -0.38 -0.12 0.10
H 0.2801 -3.6962 2.1602 0.07 -0.27 -0.39 0.10
H -0.9111 -4.9945 1.7082 -0.04 -0.13 0.25 0.08
```
Forces are in eV/Å.

As for the spin multiplicity: 1. The calculation puts the HOMO energy at -0.25890 hartree. The LUMO energy is 0.023 Ha.

***

The following is a DFT calculation (wB97M-V/def2-TZVPD) of a molecular structure, C16H34P2W in a non-equilibrium geometry.

```
53
Properties=species:S:1:pos:R:3:forces:R:3:mulliken_spin:R:1
P -0.4813 -2.3107 2.0081 0.61 0.75 -1.09 0.00
P -0.6521 1.9786 1.8204 0.15 -1.78 -1.42 0.00
C -1.3378 -0.8146 1.3265 -0.65 0.18 0.27 0.02
C -0.6958 0.4723 0.6783 -1.76 0.58 1.50 0.20
H -2.0069 -0.5235 2.1590 0.06 -0.21 -0.15 -0.01
H -2.0211 -1.2485 0.5781 0.21 0.08 0.14 0.00
H 2.2311 0.2642 -0.5518 0.19 0.58 0.50 -0.03
H -1.4981 0.8177 -0.0305 0.12 -0.13 0.39 -0.05
C -2.3262 2.3923 2.3079 -0.15 0.27 0.27 0.00
H -2.3068 2.8548 3.3033 -0.12 -0.04 -0.22 0.00
H -2.9520 1.4924 2.3424 0.13 0.22 0.02 0.00
H -2.7557 3.1058 1.5928 0.07 -0.22 0.15 0.00
C 0.0659 3.3492 0.9138 0.15 0.37 -0.06 0.01
H -0.5327 3.6000 0.0274 0.06 -0.13 0.30 0.00
H 1.0912 3.1203 0.5897 -0.20 -0.03 0.16 0.00
H 0.1006 4.2350 1.5673 -0.01 -0.24 -0.19 0.00
C -1.6525 -3.6754 2.1225 -0.28 0.06 0.15 0.00
H -1.3698 -4.3275 2.9606 -0.08 0.17 -0.22 0.00
H -1.6460 -4.2674 1.1952 0.05 0.29 0.25 0.00
H -2.6694 -3.2948 2.2910 0.25 -0.13 0.04 0.00
C 0.8248 -2.7963 0.8656 0.23 -0.17 0.09 0.02
H 1.5506 -1.9769 0.7382 -0.24 -0.16 0.04 -0.01
H 0.4095 -3.0913 -0.1142 0.13 0.12 0.47 0.00
H 1.3715 -3.6486 1.3036 -0.20 0.21 -0.23 0.00
W 0.6020 0.3561 -1.0397 1.15 -0.72 5.71 1.11
C 1.3484 1.7000 -2.3287 -1.05 2.54 -3.04 0.17
C -0.1391 1.7081 -2.3376 1.48 2.70 -1.22 0.20
C -0.9147 0.9627 -3.3963 -0.84 -0.11 -0.10 0.01
C -0.4804 -0.5257 -3.5638 -1.02 -0.14 -0.61 0.07
C 0.0588 -1.1239 -2.2825 1.55 -2.33 -0.96 0.09
C 1.5499 -1.0987 -2.0472 -1.43 -2.58 -2.63 0.11
C 2.4378 -0.4939 -3.1198 0.72 -0.19 0.10 0.02
C 2.0904 0.9947 -3.4497 0.93 0.26 -0.43 0.03
C 0.2679 -1.9235 3.5859 0.05 -0.16 0.39 0.00
H 1.8442 2.5800 -1.9088 -0.10 -0.25 0.14 0.01
H -0.6059 2.5937 -1.9149 -0.09 0.15 -0.18 -0.01
H -0.8838 1.5072 -4.3575 0.29 -0.20 0.31 0.02
H -1.9839 0.9874 -3.1217 0.36 -0.07 0.02 0.00
H -1.3811 -1.0907 -3.8627 0.36 0.22 0.15 0.00
H 0.2155 -0.6532 -4.4079 -0.08 0.10 0.48 0.00
H -0.4737 -1.9822 -1.8717 0.00 -0.10 -0.20 0.00
H 1.9285 -1.9710 -1.5237 0.29 0.23 0.09 -0.01
H 2.4191 -1.1095 -4.0393 -0.17 0.25 0.32 0.03
H 3.4821 -0.5351 -2.7650 -0.45 0.02 -0.03 0.00
H 3.0502 1.5215 -3.6183 -0.49 -0.23 0.17 0.00
H 1.5552 1.0877 -4.4104 0.00 -0.12 0.52 0.01
H 1.1303 -1.2528 3.4757 -0.27 -0.18 -0.12 0.00
H 0.6201 -2.8580 4.0448 -0.08 0.24 -0.05 0.00
H -0.4716 -1.4596 4.2498 0.14 -0.16 -0.07 0.00
C 0.3390 1.6350 3.2711 0.27 0.07 0.34 0.00
H 0.6198 2.5895 3.7380 -0.07 -0.24 -0.04 0.00
H 1.2583 1.0989 2.9981 -0.24 0.22 -0.01 0.00
H -0.2241 1.0482 4.0087 0.09 0.15 -0.23 0.00
```
Forces are in eV/Å.

The expectation value of S² is 2.01. As for the spin multiplicity: 3. The total charge is +2. The calculation puts the HOMO energy (spin up / spin down) at -0.45169 / -0.52868 hartree. The LUMO energy (spin up / spin down) is -0.207 / -0.283 Ha.